This record from OMol25 describes C5H13ClI2N2OPSTi as an isolated structure in a non-equilibrium geometry. The level of theory is ωB97M-V with the def2-TZVPD basis set.

Its charge is +2. The value obtained for the HOMO energy (spin up / spin down) is -14.54 / -14.54 eV. The spin multiplicity is 2.

Cartesian coordinates (Å):
I1 -3.749 -1.329 -1.610
I2 -3.850 1.253 -1.628
Ti1 0.528 0.135 0.540
P1 0.501 0.010 -1.990
C1 -0.771 0.024 -3.295
C2 1.501 1.462 -2.485
H1 2.360 -1.606 -1.844
H2 1.792 -1.304 -3.517
H3 0.825 -2.328 -2.401
C3 1.478 -1.447 -2.475
H4 2.383 1.617 -1.852
H5 1.816 1.304 -3.526
H6 -0.321 0.034 -4.297
H7 -1.416 0.902 -3.194
H8 0.861 2.355 -2.423
H9 -1.408 -0.863 -3.215
C4 -4.273 -0.073 1.390
O1 -5.412 -0.078 1.358
Cl1 2.645 -0.009 1.114
N1 0.743 1.152 4.602
C5 0.391 -0.015 4.066
N2 0.735 -1.152 4.667
S1 -0.556 -0.083 2.482
H10 1.054 1.188 5.573
H11 0.538 2.022 4.113
H12 0.526 -2.042 4.219
H13 1.077 -1.127 5.629

This record from OMol25 describes C3H4HgLiO4 as an isolated structure in a non-equilibrium geometry. The level of theory is ωB97M-V with the def2-TZVPD basis set.

Its charge is +1. The value obtained for the HOMO energy is -12.73 eV.

Cartesian coordinates (Å):
O1 0.255 0.738 -0.176
C1 0.516 -0.122 0.769
C2 0.886 0.306 -1.424
O2 -0.186 -0.253 1.767
O3 1.422 -0.999 0.435
C3 1.661 -0.945 -0.989
H1 1.529 1.130 -1.748
H2 0.135 0.108 -2.194
H3 2.740 -0.865 -1.148
H4 1.275 -1.871 -1.429
O4 -3.391 1.167 2.254
Hg1 -1.900 0.258 2.295
Li1 -4.944 1.347 1.589

This record from OMol25 describes CH2N2S4 as an isolated structure in a non-equilibrium geometry. The level of theory is ωB97M-V with the def2-TZVPD basis set.

Its charge is 0. The value obtained for the HOMO energy is -8.72 eV.

Cartesian coordinates (Å):
C1 0.657 0.235 1.051
N1 1.073 -1.381 0.136
N2 2.028 -1.106 -0.520
S1 2.060 1.313 0.772
S2 3.021 0.121 -0.760
S3 -0.379 1.698 -1.355
S4 -0.915 0.817 0.362
H1 0.409 -0.165 2.035
H2 -0.669 0.752 -2.078

This record from OMol25 describes one molecule with the formula C4H6N2O. The level of theory is ωB97M-V with the def2-TZVPD basis set.

Its SMILES is NC1=CCNC1=O. Its charge is 0. The value obtained for the HOMO energy is -8.68 eV.

Cartesian coordinates (Å):
N1 1.672 -1.118 -0.894
C1 0.616 -0.539 -0.226
C2 0.410 -0.196 1.052
C3 -0.897 0.564 1.108
N2 -1.612 0.044 -0.071
C4 -0.554 0.023 -0.976
O1 -0.508 0.595 -2.044
H1 1.698 -0.864 -1.874
H2 2.569 -1.001 -0.443
H3 1.104 -0.272 1.880
H4 -0.673 1.612 0.853
H5 -1.468 0.504 2.032
H6 -2.358 0.648 -0.397